# 1
Density functional theory data (wB97M-V/def2-TZVPD) for a structure of composition C15H17CuN3O5PS in a non-equilibrium geometry.

Summary:
HOMO level   0.18 eV
Frontier orbital gap   4.4 eV
Lowest unoccupied orbital energy   4.6 eV
Spin multiplicity   1
Total charge   -2

The geometry in XYZ format:
```
43
Properties=species:S:1:pos:R:3:forces:R:3
Cu -11.98948 -6.27670 9.15417 0.70 -0.38 -1.25
O -14.97655 -4.16007 13.87190 -1.47 1.04 1.84
C -14.36390 -4.86633 12.93419 1.12 -0.70 -1.35
C -15.05106 -5.59495 11.97109 0.90 -0.07 0.05
C -14.29024 -5.97185 10.86647 1.04 0.71 -0.17
N -12.96866 -5.70493 10.67235 -1.84 0.81 4.71
C -12.31049 -5.20139 11.78597 -0.33 -0.23 -2.20
C -12.95567 -4.76335 12.89739 -1.18 0.41 0.57
C -10.80311 -5.08495 11.58689 0.17 -2.49 -2.74
O -10.09661 -4.69036 12.50147 0.47 0.82 0.92
O -10.46050 -5.62358 10.45594 0.68 1.49 2.58
C -14.93909 -6.58344 9.65686 2.44 -0.36 -1.27
O -16.14872 -6.83595 9.70407 -0.25 -0.13 -0.43
O -14.01795 -6.73675 8.76892 -3.54 -0.79 -0.14
H -15.91665 -4.05741 13.65812 0.39 -0.27 0.03
H -16.10419 -5.89716 11.98860 0.35 0.45 0.02
H -12.42783 -4.21296 13.67803 -0.06 -0.28 -0.25
C -12.63104 -11.67378 11.93852 0.87 -0.13 -0.45
P -12.43859 -9.85636 11.80682 -1.25 1.05 -1.10
C -10.67807 -9.51221 11.47420 0.98 -1.45 0.78
C -12.60334 -9.48108 13.57283 -0.16 0.05 0.99
H -11.74524 -12.08980 12.42348 -0.01 -0.35 0.08
H -12.72524 -12.07099 10.92525 0.03 -0.18 0.14
H -13.51942 -11.93361 12.50827 -0.10 0.14 -0.01
H -10.01478 -9.93434 12.27809 -0.41 0.11 -0.60
H -10.47458 -8.45052 11.46836 -0.26 0.41 -0.31
H -10.37913 -9.95761 10.50762 -0.16 0.37 0.37
H -12.67192 -10.45056 14.10396 0.22 0.62 0.17
H -13.50406 -8.89284 13.79869 0.13 -0.26 -0.22
H -11.76995 -8.87464 13.93275 0.10 -0.21 0.09
C -12.53386 -3.20899 4.22455 -0.38 -0.81 -0.66
C -11.54020 -3.54976 5.29184 0.49 0.39 0.05
C -10.57370 -2.59591 5.68951 -0.54 -0.82 -0.35
C -9.75097 -3.07167 6.69168 0.60 0.23 1.20
N -9.83059 -4.27423 7.23688 0.41 0.05 -0.20
C -10.75250 -5.14187 6.76026 0.18 0.10 0.52
S -10.79008 -6.76470 7.37425 0.32 -0.05 -0.86
N -11.64286 -4.75324 5.82984 -0.32 0.12 -0.83
H -12.59883 -2.14402 4.11444 -0.40 0.68 0.08
H -13.49663 -3.68887 4.46429 0.26 0.43 -0.02
H -12.27119 -3.57588 3.20880 0.21 -0.10 0.63
H -10.49840 -1.59893 5.25374 -0.03 -0.30 0.15
H -8.99192 -2.43964 7.19498 -0.36 -0.10 -0.56
```
Positions in Å, forces in eV/Å.

Atomic partial charges in e from the Löwdin method, atoms 1 to 6: number 1, Cu, carries 0.06; number 2, O, carries 0.05; number 3, C, carries -0.34; number 4, C, carries 0.04; number 5, C, carries -0.16; number 6, N, carries 0.10


# 2
Density functional theory data (wB97M-V/def2-TZVPD) for a structure of composition C15H17F11N8O4S3Ti.

Summary:
HOMO level (spin up / spin down)   -11.00 / -11.00 eV
Frontier orbital gap (spin up / spin down)   7.7 / 8.0 eV
Lowest unoccupied orbital energy (spin up / spin down)   -3.3 / -3.0 eV
Spin multiplicity   2
<S²>   0.753
Total charge   +1

The geometry in XYZ format:
```
59
Properties=species:S:1:pos:R:3:forces:R:3
Ti -0.15552 0.59382 0.45323 -0.04 -0.18 0.07
F 5.13919 1.93529 1.55984 -0.01 -0.03 0.00
C 4.10997 1.15003 1.79990 -0.06 0.01 -0.02
F 4.51033 0.03615 2.39061 -0.04 0.00 -0.01
F 3.23868 1.77930 2.59423 0.07 0.00 0.00
S 3.25693 0.70434 0.21965 0.08 0.05 0.04
O 1.97351 0.14640 0.67793 -0.40 0.14 0.08
O 4.11598 -0.19767 -0.46599 0.03 -0.02 -0.01
N 3.11890 2.09832 -0.48097 0.05 -0.07 -0.07
S 1.79196 2.70099 -1.02940 -0.03 0.16 0.17
O 1.95600 3.53044 -2.15938 0.06 0.00 -0.02
O 0.72854 1.67973 -1.10074 -0.22 -0.04 -0.05
C 1.21218 3.75316 0.37986 0.14 -0.05 -0.07
F 2.14307 4.60386 0.75344 -0.04 -0.06 -0.01
F 0.96985 2.89336 1.40993 -0.10 0.13 -0.08
F 0.09889 4.38771 0.07944 0.03 -0.02 0.01
C -0.28729 0.39926 5.21511 0.01 0.00 0.01
N -1.14387 -0.54025 4.49436 -0.05 0.02 -0.03
C -2.05114 -1.39867 5.25004 0.02 -0.02 0.01
C -1.09244 -0.55724 3.15472 0.01 0.00 0.07
N -0.21059 0.09648 2.45701 0.05 -0.11 -0.12
N -2.06077 -1.31784 2.52562 -0.06 0.00 0.07
C -2.17495 -1.59972 1.18355 0.15 -0.07 -0.12
N -3.07916 -2.55600 0.89110 -0.01 -0.05 0.04
N -1.48390 -0.97592 0.28965 0.04 0.26 -0.06
H -0.63346 0.46814 6.24110 0.00 -0.01 0.00
H -0.35816 1.39256 4.77023 0.00 0.00 0.00
H 0.75360 0.06821 5.22548 0.00 0.00 -0.01
H -1.78137 -1.34607 6.29932 0.00 0.01 0.00
H -1.94984 -2.44252 4.94846 -0.01 0.00 -0.01
H -3.09188 -1.07560 5.15942 0.00 0.00 0.00
H 0.50497 0.52264 3.03256 -0.03 0.06 0.00
H -2.77146 -1.71382 3.11701 -0.02 0.02 -0.01
H -3.34411 -3.23040 1.58970 0.01 0.00 0.00
H -3.12227 -2.88664 -0.05877 -0.01 0.01 -0.01
H -1.62372 -1.34196 -0.64578 0.07 -0.11 0.02
S 0.77248 -3.23729 -0.20337 -0.07 -0.05 0.02
C 1.38418 -2.69573 -1.65747 0.02 0.09 -0.10
N 0.65630 -2.47789 -2.79290 0.07 -0.04 0.02
C 1.54387 -2.21794 -3.93051 -0.02 0.04 -0.01
C 2.82094 -1.75303 -3.22181 0.03 -0.04 -0.01
N 2.66047 -2.37289 -1.91132 -0.07 0.03 0.04
H -0.17128 -3.03881 -2.90971 -0.02 0.02 -0.01
H 1.13309 -1.45316 -4.58509 -0.01 -0.02 -0.02
H 1.72002 -3.12666 -4.50957 0.00 -0.02 0.03
H 2.87074 -0.66473 -3.13550 -0.03 0.01 0.01
H 3.72129 -2.10392 -3.72027 0.01 0.02 0.01
H 3.29198 -2.19420 -1.14749 0.04 -0.02 -0.02
F -2.13610 1.26285 -1.80535 -0.04 0.03 -0.02
C -2.55140 2.02700 -0.76215 0.08 -0.15 0.03
C -1.85138 1.92840 0.42182 0.27 0.03 0.24
C -2.34065 2.68529 1.46897 0.13 -0.05 -0.09
F -1.71979 2.65072 2.67296 -0.04 0.03 0.02
C -3.44614 3.50786 1.35494 -0.03 0.02 0.01
F -3.88044 4.22387 2.39064 -0.02 0.00 -0.02
C -4.10701 3.58117 0.13746 0.01 -0.01 0.02
F -5.17107 4.36058 0.00756 0.00 0.00 0.00
C -3.66031 2.82957 -0.94021 -0.03 0.00 -0.04
F -4.30375 2.88169 -2.10332 0.01 0.01 0.03
```
Positions in Å, forces in eV/Å.

Atomic partial charges in e from the Löwdin method, atoms 1 to 6: number 1, Ti, carries 1.09; number 2, F, carries 0.18; number 3, C, carries -0.68; number 4, F, carries 0.17; number 5, F, carries 0.14; number 6, S, carries 0.67


# 3
Density functional theory data (wB97M-V/def2-TZVPD) for the molecule C15H17FN2O2S in a non-equilibrium geometry.

Summary:
HOMO level   -8.34 eV
Frontier orbital gap   8.7 eV
Lowest unoccupied orbital energy   0.3 eV
SMILES   Cc1ccc(CNS(=O)(=O)NCc2ccccc2F)cc1
Spin multiplicity   1
Energy relative to the best compared isomer or geometry (same formula, charge and spin)   1131.2 kJ/mol

The geometry in XYZ format:
```
38
Properties=species:S:1:pos:R:3:forces:R:3
C -1.70668 -0.31342 4.92807 -15.53 0.60 -5.53
C -1.70340 0.31856 3.59066 1.82 -0.14 -4.29
C -2.05511 -0.53316 2.47318 3.21 10.20 -3.48
C -1.83309 0.07423 1.10206 -0.23 2.40 1.71
C -1.43454 1.54933 0.82075 -0.93 -7.98 6.21
C -1.21827 1.91848 -0.48434 -1.12 -0.20 -4.53
N -0.22768 0.89656 -1.23344 -0.58 3.52 0.89
S 1.28447 1.42270 -0.78438 1.35 7.92 6.84
O 1.66808 3.02025 -1.16917 -2.19 -6.99 0.88
O 1.44187 1.13229 0.78274 -0.74 0.79 -6.48
N 2.25093 0.48911 -1.51640 2.47 -2.00 2.27
C 2.42706 -0.78692 -0.89048 -1.75 -4.27 -2.79
C 1.11633 -1.63606 -1.07053 -4.98 -2.62 0.86
C 0.46205 -2.46373 0.02634 7.21 3.55 0.34
C -0.59645 -3.20221 -0.15324 -8.81 -1.16 -1.68
C -1.46172 -3.00532 -1.41976 1.45 -3.93 6.69
C -0.80926 -2.42768 -2.38208 -9.90 -2.24 -6.30
C 0.16237 -1.71155 -2.20024 14.49 5.98 3.23
F 0.68502 -1.12401 -3.31768 -0.01 0.97 -0.78
C -0.99466 2.15260 1.96718 -1.27 -2.11 0.78
C -1.00334 1.61317 3.26086 -3.79 -4.57 -2.00
H -2.33835 0.21816 5.57118 -0.58 0.97 1.40
H -0.91128 -0.41505 5.19314 16.44 -1.33 6.04
H -2.09403 -1.35022 4.96642 -0.25 0.47 -0.68
H -2.20988 -1.47627 2.43640 -1.51 -6.27 0.55
H -1.97820 -0.47183 0.16709 -0.16 -0.45 0.53
H -1.02812 2.98840 -0.57558 0.74 -0.15 -0.46
H -2.15908 1.70386 -1.03472 0.53 0.34 -0.09
H -0.28411 1.22627 -2.20148 -0.09 -0.36 -0.26
H 2.41427 0.47778 -2.44989 0.34 0.64 -3.33
H 2.71654 -0.86773 0.10378 0.22 0.94 1.88
H 3.17930 -1.46273 -1.38814 -0.31 1.37 -0.19
H 1.12577 -2.45217 0.97506 -1.59 -0.21 -1.28
H -1.39671 -3.63271 0.60795 2.85 0.53 -0.79
H -2.39560 -3.55717 -1.36617 0.09 0.39 -0.71
H -1.32769 -2.14251 -3.37053 0.68 -1.05 1.20
H -0.82428 3.12183 1.77459 1.49 3.73 0.26
H -1.09885 2.21574 4.04973 0.93 2.74 3.06
```
Positions in Å, forces in eV/Å.

Atomic partial charges in e from the Löwdin method, atoms 1 to 6: number 1, C, carries -0.03; number 2, C, carries -0.17; number 3, C, carries 0.02; number 4, C, carries 0.08; number 5, C, carries -0.28; number 6, C, carries -0.19


> What is the formula in the first record?

C15H17CuN3O5PS